Entry 1:
60
Properties=species:S:1:pos:R:3:forces:R:3:mulliken_charge:R:1 method="wB97M-V/def2-TZVPD" fmax_ha_per_bohr=0.211 total_charge=+1 multiplicity=1 homo_energy_ev=-8.485 gap_ev=3.11
C -1.004668 -4.299234 -0.682594 0.7 0.6 0.0 -1.36
C -0.474071 -2.813515 -0.696766 -0.8 -0.7 -0.4 1.02
C -0.151363 -2.398485 -2.161837 0.7 -0.2 0.6 -0.76
C 0.992742 -1.353826 -2.317592 -1.0 0.3 -0.5 -0.98
C 0.838449 -0.078215 -1.455323 1.1 0.0 -1.1 -0.81
N 1.143161 -0.242507 -0.010365 0.0 2.1 0.1 1.07
C 0.780958 1.020192 0.664036 -0.4 0.1 0.0 -0.80
C 0.827090 1.007960 2.219412 -1.1 0.1 -0.6 0.72
O 0.439908 2.345439 2.635382 0.7 0.3 0.0 -0.53
C -0.198791 0.040462 2.888067 0.9 -0.3 0.6 -1.10
N -0.071642 -1.362379 2.512659 -0.5 0.3 0.3 -0.57
C 2.485304 -0.612919 0.224110 -1.7 0.6 -0.5 -0.13
O 2.770106 -1.734466 0.318553 1.4 -2.6 0.1 -0.48
O 3.452871 0.391746 0.335637 0.4 0.7 1.0 -0.25
S 4.449856 0.169499 1.659542 2.8 -0.4 4.1 1.37
C 6.037144 -0.586496 1.212242 -0.1 -0.1 -1.9 -1.06
O 4.693618 1.564230 2.224257 2.2 -10.3 -2.6 -0.88
O 3.872699 -0.599120 2.697151 -1.8 -0.6 -1.0 -0.46
H -1.153782 -4.637431 -1.721929 -0.2 0.0 0.5 0.34
H -1.933238 -4.405179 -0.102277 0.4 -0.1 -0.2 0.32
H -0.205760 -4.920223 -0.239790 -0.6 0.0 -0.2 0.33
H 0.388246 -2.731974 -0.020670 -0.3 0.1 -0.4 0.03
H -1.281942 -2.156622 -0.316179 0.6 -0.1 -0.1 -0.47
H 0.172147 -3.296465 -2.725075 -0.2 0.4 0.3 0.50
H -1.100440 -2.070663 -2.627106 0.5 0.1 0.0 0.22
H 0.939709 -1.010971 -3.373668 0.2 0.0 0.5 0.39
H 1.997102 -1.805669 -2.223256 -0.5 0.1 0.3 0.34
H -0.152006 0.390090 -1.591749 0.2 -0.5 0.4 0.45
H 1.564709 0.668263 -1.869551 -0.4 -0.2 0.2 0.41
H -0.275830 1.232583 0.387543 0.4 -0.3 0.1 0.43
H 1.372272 1.864106 0.225139 -0.1 -0.3 0.5 0.01
H 1.843702 0.806102 2.600483 -0.4 0.1 0.0 0.02
H -0.125249 2.731542 1.952912 0.1 -0.3 0.1 0.28
H 0.003270 0.098450 3.980508 -0.1 0.3 -0.5 0.26
H -1.237567 0.403506 2.769078 0.5 -0.1 -0.3 0.38
H 0.858541 -1.613721 2.204625 -0.2 -0.1 0.0 0.33
H -0.784306 -1.655317 1.860126 0.4 0.0 -0.2 0.30
H 6.008688 -0.882294 0.143720 0.0 0.6 0.3 0.39
H 6.210032 -1.490937 1.832788 -0.6 0.9 0.6 0.40
H 6.806341 0.159180 1.450022 -0.4 -0.3 -0.1 0.39
F 6.316542 -0.911519 3.651041 0.1 0.2 -0.2 -0.86
C -3.936121 0.765603 -2.565567 0.0 0.0 0.0 -0.37
C -4.982207 0.477425 -3.335534 0.1 0.1 0.0 -0.38
C -5.793952 -0.743481 -3.104394 -0.1 -0.1 -0.1 0.29
O -6.744260 -1.007183 -3.805362 0.1 0.0 0.0 -0.52
C -5.393914 -1.626942 -1.981973 0.1 0.0 0.1 -0.40
C -4.346979 -1.336326 -1.213149 0.0 -0.1 0.0 -0.18
C -3.538887 -0.117946 -1.445199 0.0 -0.1 0.0 0.27
O -2.582526 0.146642 -0.739947 0.0 0.2 0.0 -0.43
H -3.331495 1.650895 -2.719404 0.0 0.0 0.0 0.42
H -5.287995 1.111312 -4.158257 0.0 0.0 0.0 0.42
H -5.997119 -2.512463 -1.827501 0.0 0.0 0.0 0.42
H -4.039783 -1.969842 -0.390221 0.0 0.0 0.0 0.43
Cs 4.112871 3.478385 2.174208 -2.9 9.9 0.1 0.85
C -0.936460 5.972559 0.440301 0.3 -0.5 -1.3 0.27
Cl 0.752229 6.127091 -0.044603 -0.2 0.0 0.3 -0.06
Cl -1.115574 6.473600 2.168868 -0.4 0.3 0.1 -0.18
Cl -1.941938 7.005670 -0.557486 0.1 -0.1 0.4 -0.03
Cl -1.457381 4.297031 0.278154 0.0 0.2 0.2 0.02
Li -0.553065 6.584767 4.313762 0.2 -0.1 0.4 0.94

Entry 2:
16
Properties=species:S:1:pos:R:3:forces:R:3:nbo_charge:R:1 method="wB97M-V/def2-TZVPD" fmax_ha_per_bohr=0.019 total_charge=0 multiplicity=1 homo_energy_ev=-11.661 smiles=CC.CC gap_ev=12.74
C 0.045282 -0.840202 2.212297 -0.4 0.2 -0.6 -0.61
C -0.219135 0.568422 2.734510 0.9 -0.1 0.4 -0.61
H -0.473218 -1.599667 2.796424 0.4 -0.1 0.2 0.20
H -0.373861 -0.932186 1.210683 -0.1 0.0 -0.2 0.20
H 1.107919 -1.036845 2.078971 0.0 -0.2 0.4 0.20
H 0.040571 0.670367 3.792403 -0.4 -0.3 0.1 0.20
H -1.256786 0.851266 2.582795 0.0 0.3 0.0 0.20
H 0.483880 1.274191 2.284295 -0.4 0.1 -0.4 0.20
C -0.546939 -0.326674 -2.526208 0.6 0.0 -0.1 -0.61
C 0.700296 0.566326 -2.418339 -0.2 0.3 0.1 -0.61
H -1.234345 -0.043851 -1.733880 -0.1 -0.4 0.1 0.20
H -1.082582 -0.239609 -3.470858 0.1 0.2 0.0 0.21
H -0.253345 -1.367292 -2.442496 -0.2 -0.2 0.2 0.20
H 0.413246 1.456679 -1.860421 0.2 0.3 -0.2 0.20
H 1.532414 0.133321 -1.861631 -0.2 -0.3 0.1 0.20
H 1.116601 0.865753 -3.378547 -0.1 0.0 -0.1 0.20

Entry 3:
13
Properties=species:S:1:pos:R:3:forces:R:3:nbo_charge:R:1 method="wB97M-V/def2-TZVPD" fmax_ha_per_bohr=0.049 total_charge=0 multiplicity=1 homo_energy_ev="-8.442 / -8.444" gap_ev="7.63 / 7.63"
C -0.205296 1.891589 -1.045658 0.8 -1.3 2.0 0.85
C 0.278022 0.635653 0.247089 -2.1 1.4 0.0 -0.04
C 1.925462 -0.029963 -1.295677 -0.5 -0.2 0.2 0.16
C -0.858316 -0.355915 0.202509 0.4 -0.4 0.1 -0.67
O -1.039795 2.579503 -0.566799 -1.5 1.3 0.2 -0.62
O 0.456211 1.648727 -2.009322 0.8 -0.1 -1.9 -0.62
O 1.526040 0.376455 -0.161981 1.8 -1.0 -0.7 -0.36
I 1.094768 -1.479076 -2.547307 0.2 0.3 0.2 0.21
H 0.335822 1.153972 1.202125 0.2 -0.1 -0.1 0.21
H 2.966493 0.170013 -1.498563 0.1 0.1 0.0 0.20
H -1.746836 0.148505 0.577991 0.1 0.1 0.0 0.25
H -0.639494 -1.198924 0.860579 -0.1 -0.1 0.0 0.21
H -1.079712 -0.731611 -0.790649 0.0 0.0 0.0 0.22

Entry 4:
106
Properties=species:S:1:pos:R:3:forces:R:3:mulliken_charge:R:1 method="wB97M-V/def2-TZVPD" fmax_ha_per_bohr=0.018 total_charge=+2 multiplicity=1 homo_energy_ev=-12.539 gap_ev=5.95
Tc 0.127423 -0.728604 -0.345814 0.6 0.5 -0.5 -0.77
C 5.405716 2.310438 2.009369 0.1 0.0 0.0 -1.81
C 4.536408 1.055520 2.064706 -0.1 0.0 0.0 1.68
C 5.089230 0.008001 1.105660 0.0 -0.1 0.0 -1.69
C 4.567591 0.488140 3.483014 0.0 0.0 0.0 -1.70
N 3.168564 1.441336 1.643633 0.0 0.1 0.0 1.17
C 1.332714 2.547185 3.117999 0.0 0.1 0.0 -0.14
C -0.030445 2.685543 2.363942 0.1 0.0 0.2 -1.01
N 0.192011 2.480498 0.962734 0.0 -0.2 0.0 0.39
B -0.810960 3.202910 0.112465 -0.2 0.2 -0.1 0.15
N -0.668695 2.806100 -1.402336 0.1 0.1 0.2 0.07
C -0.107193 3.684485 -2.295777 0.0 0.0 -0.1 -1.56
C -0.059213 3.074599 -3.499148 0.0 0.0 0.1 -0.21
N -0.602795 1.816500 -3.353041 -0.1 0.0 -0.2 0.68
C -0.955778 1.670521 -2.055279 -0.1 -0.3 0.0 0.31
S -1.765011 0.284235 -1.331109 0.0 -0.1 0.2 -0.53
C -0.704103 0.913734 -4.574415 0.0 0.1 0.2 1.25
C -1.398752 1.718438 -5.672802 0.0 0.0 0.0 -1.71
C 0.727633 0.554289 -4.960694 0.0 0.0 0.0 -1.50
C -1.497377 -0.360331 -4.334649 0.0 0.0 0.0 -2.12
N -2.222054 2.769305 0.657683 0.0 0.1 -0.1 0.23
C -3.400131 2.978628 -0.024122 0.0 0.0 0.0 -1.48
C -4.377366 2.301987 0.611335 0.0 0.0 0.1 0.03
N -3.805846 1.690497 1.714945 0.0 -0.1 0.0 0.47
C -2.498297 2.011038 1.719233 0.0 -0.1 0.1 0.35
S -1.344124 1.542871 2.955796 -0.1 0.0 -0.1 0.01
C -4.519854 0.749463 2.653338 0.1 0.2 -0.1 1.21
C -5.980389 0.672640 2.228052 0.0 -0.1 0.0 -2.27
C -4.442851 1.287308 4.081307 0.0 0.0 0.0 -1.53
C -3.881485 -0.631267 2.516770 0.0 0.0 0.0 -1.18
C 2.218960 0.967934 0.715054 0.0 -0.1 0.2 -1.48
S 2.741422 0.443253 -0.988378 0.0 0.2 -0.2 -0.35
H 6.437825 2.046782 2.237014 0.0 0.0 0.0 0.46
H 5.096217 3.054740 2.743900 0.0 0.0 0.0 0.43
H 5.381744 2.765473 1.018059 0.0 0.0 0.0 0.34
H 6.060624 -0.316212 1.476943 0.0 0.0 0.0 0.56
H 5.233465 0.402486 0.100603 0.0 0.0 0.0 0.38
H 4.450653 -0.877261 1.052377 0.0 0.0 0.0 0.30
H 5.600349 0.272886 3.755616 0.0 0.0 0.0 0.54
H 3.997678 -0.438026 3.556597 0.0 0.0 0.0 0.32
H 4.174355 1.193786 4.214932 0.0 0.0 0.0 0.29
H 1.433882 3.421955 3.757273 0.0 0.0 0.0 0.81
H -0.442883 3.682359 2.550482 0.0 0.0 0.0 1.17
H -0.743022 4.416640 0.126397 0.0 -0.1 0.0 -0.18
H 0.191506 4.672290 -1.999231 0.0 0.1 0.0 0.70
H 0.306301 3.433411 -4.440994 0.0 0.0 0.0 0.60
H -0.827254 2.587833 -5.990177 0.0 0.0 0.0 0.44
H -2.386579 2.046410 -5.350425 0.0 0.0 0.0 0.39
H -1.520196 1.076334 -6.543576 0.0 0.0 0.0 0.45
H 1.332319 1.435129 -5.173576 0.0 0.0 0.0 0.40
H 0.710534 -0.063709 -5.857458 0.0 0.0 0.0 0.52
H 1.204161 -0.018019 -4.162507 0.0 0.0 0.0 0.33
H -2.525160 -0.169503 -4.033480 0.0 0.0 0.0 0.45
H -1.031614 -1.018716 -3.605850 0.0 0.0 0.0 0.22
H -1.519027 -0.884113 -5.290361 0.0 0.0 0.0 0.61
H -3.439130 3.588168 -0.908062 0.0 0.0 0.0 0.62
H -5.422011 2.220310 0.385292 0.0 0.0 0.0 0.62
H -6.477299 1.640198 2.294096 0.0 0.0 0.0 0.52
H -6.489525 -0.006127 2.909878 0.0 0.0 0.0 0.46
H -6.095490 0.272914 1.220570 0.0 0.0 0.0 0.50
H -4.725704 2.338851 4.120205 0.0 0.0 0.0 0.40
H -3.457144 1.177811 4.526538 0.0 0.0 0.0 0.30
H -5.145345 0.726057 4.696077 0.0 0.0 0.0 0.48
H -3.978960 -1.001007 1.495017 0.0 0.0 0.0 0.35
H -4.388287 -1.326068 3.185596 0.0 0.0 0.0 0.58
H -2.824671 -0.627363 2.781901 0.0 0.0 0.0 0.01
C -3.525338 -4.620060 -2.199585 -0.1 0.0 0.0 -0.90
C -2.239284 -5.219846 -1.660711 0.2 -0.1 0.0 -0.59
N -1.846400 -4.654312 -0.373255 0.0 0.1 0.0 -0.20
C -1.191240 -3.507997 -0.204135 -0.3 -0.3 0.4 0.55
S -0.531159 -2.661133 -1.529087 0.2 0.0 -0.1 -0.32
N -1.025140 -3.106081 1.066201 0.2 0.2 -0.4 -1.63
N -0.279291 -2.008961 1.150621 -0.2 -0.1 0.3 2.01
C 0.107692 -1.622184 2.368428 0.0 0.1 -0.2 0.24
C -0.340064 -2.289556 3.625791 0.0 0.0 0.0 -1.87
C 0.984006 -0.497712 2.333354 0.0 0.1 0.2 1.27
C 1.409720 0.062156 3.619634 0.0 -0.1 -0.1 -1.00
C 1.494979 1.340716 3.978867 0.0 0.0 0.0 -1.56
C 2.405955 2.645592 1.962041 0.0 -0.1 0.1 -0.59
C 1.574915 2.397284 0.706089 0.0 0.0 -0.2 -1.75
N 1.304394 -0.100371 1.114892 0.1 0.0 0.0 1.03
H -3.801637 -5.110271 -3.131432 0.0 0.0 0.0 0.39
H -3.408203 -3.554342 -2.398059 0.0 0.0 0.0 0.18
H -4.344484 -4.752599 -1.493573 0.0 0.0 0.0 0.31
H -1.412604 -5.076086 -2.358059 0.0 0.0 0.0 0.29
H -2.332158 -6.294980 -1.512499 -0.1 0.0 0.0 0.43
H -2.192672 -5.080147 0.474153 0.0 0.0 0.0 0.27
H -1.026187 -3.099731 3.405267 0.0 0.0 0.0 0.36
H -0.840451 -1.570564 4.277531 0.0 0.0 0.0 0.35
H 0.506109 -2.702213 4.177423 0.0 0.0 0.0 0.50
H 1.540762 -0.680928 4.396009 0.0 0.0 0.0 0.52
H 1.730939 1.524095 5.020366 0.0 0.0 0.0 0.45
H 2.977387 3.567686 2.037415 0.0 0.0 0.0 0.67
H 1.904824 2.949251 -0.174853 0.0 0.0 0.0 0.91
C 1.924807 -1.049347 -1.128414 -0.4 -0.4 0.0 1.62
C 2.572101 -2.071013 -1.947083 0.0 0.2 0.1 0.50
C 3.326404 -1.741319 -3.082150 0.0 0.0 -0.1 -0.14
C 3.988351 -2.726302 -3.787070 0.0 -0.1 0.0 -1.15
C 3.952344 -4.043376 -3.336442 0.0 0.0 0.0 -0.48
C 3.243139 -4.374779 -2.192283 0.0 0.1 0.0 -0.94
C 2.538727 -3.396660 -1.509050 0.0 -0.1 0.0 -0.18
H 3.381689 -0.715415 -3.427059 0.0 0.0 0.0 0.41
H 4.549470 -2.471852 -4.674829 0.0 0.0 0.0 0.45
H 4.490817 -4.810190 -3.875638 0.0 0.0 0.0 0.44
H 3.233064 -5.394471 -1.834567 0.0 0.0 0.0 0.46
H 1.986452 -3.645877 -0.613386 0.0 0.0 0.0 0.37

Entry 5:
49
Properties=species:S:1:pos:R:3:forces:R:3:mulliken_spin:R:1 method="wB97M-V/def2-TZVPD" fmax_ha_per_bohr=0.052 s2=0.770 total_charge=0 multiplicity=2 homo_energy_ev="-7.980 / -7.979" gap_ev="4.82 / 5.19"
Re -0.282649 0.275212 -0.175000 1.8 -1.2 1.6 0.84
O 3.463978 1.407720 1.047482 -0.1 0.1 0.0 0.00
C 2.291100 0.766733 0.805406 0.0 -0.1 -0.3 0.00
O 1.272793 1.526196 0.355307 -0.3 0.6 -0.5 -0.01
C 1.882142 0.053139 2.069925 0.0 0.1 0.3 0.00
O 0.465331 -0.290332 1.978495 0.0 0.0 -0.2 0.01
C 0.226949 -1.680106 2.207536 -0.1 0.1 0.3 0.00
C 0.314920 -2.447392 0.910645 -0.1 0.2 -0.2 0.00
O 0.440680 -3.637698 0.880171 0.1 0.0 -0.1 0.01
O 0.182373 -1.659287 -0.151400 -0.2 -0.4 -0.3 0.02
H 3.786970 1.777117 0.209528 0.0 0.0 0.0 0.00
H 2.000488 0.758896 2.888551 0.0 0.0 0.0 0.00
H 2.480532 -0.836884 2.248070 -0.1 -0.1 0.0 0.00
H -0.789079 -1.780976 2.594063 0.0 0.0 0.0 0.00
H 0.924262 -2.083722 2.936956 0.0 0.0 0.0 0.00
O 2.618111 -0.434621 -6.470156 -0.1 0.0 0.0 0.00
C 1.391707 -0.356348 -6.298171 0.1 0.0 -0.4 0.00
O 0.423255 -0.375949 -7.076258 0.1 0.0 0.1 0.00
C 0.985731 -0.200680 -4.818195 -0.1 0.0 0.3 0.01
C -0.347530 -0.156026 -4.442845 0.0 0.0 -0.1 0.00
C -0.684667 -0.023662 -3.119036 0.4 0.0 0.2 0.01
N 0.246982 0.074004 -2.141018 -0.3 0.0 -0.5 -0.01
C 1.569344 0.048518 -2.500465 -0.4 0.1 0.2 0.00
C 1.943236 -0.086671 -3.810789 0.2 0.0 -0.2 0.00
C 2.634993 0.298626 -1.471275 0.0 0.0 -0.3 0.02
O 3.588844 0.977607 -1.722833 0.0 0.0 0.1 0.00
O 2.440362 -0.278219 -0.252765 0.0 0.0 0.2 0.01
H -1.101781 -0.226038 -5.215526 0.0 0.0 0.0 0.00
H -1.712150 0.023542 -2.797946 0.0 0.0 0.0 0.01
H 2.990004 -0.097308 -4.084780 0.0 0.0 0.0 0.00
S -2.985587 4.029370 -0.447785 -0.3 0.3 0.0 0.11
C -1.995437 2.836827 -0.385653 0.5 -0.7 0.0 0.07
N -1.224003 1.912721 -0.338801 -0.7 0.6 -0.1 -0.12
C -2.485440 -3.476905 -0.243470 -0.1 0.1 0.0 0.00
O -2.760886 -2.200853 -0.858210 0.1 -0.1 -0.1 0.00
P -2.467134 -0.761417 -0.308356 -0.3 0.7 -0.2 -0.01
O -3.405035 0.114539 -1.236031 -0.2 0.1 0.0 0.00
C -4.809184 -0.183665 -1.401555 0.1 0.0 0.0 0.00
O -3.194280 -0.837825 1.117195 0.1 -0.2 0.2 0.00
C -3.012984 0.154011 2.135727 -0.1 0.1 0.0 0.00
H -3.145612 -4.187280 -0.730116 0.0 0.0 0.0 0.00
H -2.712828 -3.432819 0.820731 0.0 0.0 0.0 0.00
H -1.451318 -3.751088 -0.412316 0.0 0.0 0.0 0.00
H -5.245430 0.673388 -1.903547 0.0 0.0 0.0 0.00
H -5.279658 -0.328914 -0.430593 0.0 0.0 0.0 0.00
H -4.923482 -1.076853 -2.010808 0.0 0.0 0.0 0.00
H -3.218933 -0.325876 3.088478 0.0 0.0 0.0 0.00
H -3.708181 0.977920 1.980563 0.0 0.0 0.0 0.00
H -1.993369 0.542945 2.148413 0.0 0.0 0.0 0.00

Entry 6:
25
Properties=species:S:1:pos:R:3:forces:R:3:nbo_charge:R:1 method="wB97M-V/def2-TZVPD" fmax_ha_per_bohr=0.089 total_charge=0 multiplicity=1 homo_energy_ev="-7.492 / -7.587" gap_ev="7.26 / 7.69"
C -0.804897 0.025839 1.905040 -0.7 0.0 -0.2 -0.24
C -1.609991 -1.145898 1.373144 -0.5 1.6 -0.6 0.57
C -1.573851 1.075555 2.296464 0.2 -1.2 0.0 -0.33
C -0.922134 -1.873477 0.276256 1.6 -2.2 -0.7 -0.52
C 1.327894 -1.097014 0.816074 0.8 -1.1 1.9 -0.49
C 0.383960 -1.178531 -0.305643 -1.1 -1.4 -3.2 -0.25
C 0.597534 0.024317 1.551209 1.2 1.3 -0.5 0.03
C 0.298046 0.353801 -0.743836 -2.3 -3.0 2.6 0.18
C 1.550331 0.905634 -1.196780 2.5 1.3 -0.5 -0.71
C -1.009771 1.014460 -1.072778 -1.0 -0.2 0.7 -0.70
O -2.800760 -1.252281 1.579612 0.5 -0.6 0.3 -0.54
Cl 1.624549 1.081471 2.541577 -0.4 -0.2 -0.6 -0.02
H -1.178759 2.039195 2.525514 0.2 0.4 0.2 0.21
H -2.646643 0.879136 2.336719 0.3 0.3 0.2 0.23
H -0.480956 -2.891032 0.703161 -1.2 1.8 -0.8 0.25
H -1.682281 -2.122479 -0.491741 0.5 0.1 0.4 0.25
H 1.419813 -2.030478 1.426215 -0.4 0.3 -0.3 0.21
H 2.394982 -0.990807 0.521364 -0.8 1.1 0.3 0.24
H 0.749802 -1.909231 -1.202677 -0.7 1.7 1.8 0.21
H 2.258817 0.020698 -1.389704 -0.7 1.7 -0.1 0.23
H 2.015503 1.523346 -0.319975 -0.5 -0.8 -1.7 0.25
H 1.441012 1.601500 -2.127236 0.3 -1.3 1.6 0.24
H -1.300347 0.857757 -2.133587 0.1 -0.1 0.5 0.23
H -0.789624 2.067343 -0.960275 -0.3 0.6 -0.1 0.23
H -1.964551 0.813904 -0.409522 2.2 0.0 -1.1 0.24